# 1
Molecular formula: C51H119N17O17
Method: DFT, ωB97M-V/def2-TZVPD

```
204
Properties=species:S:1:pos:R:3
C 2.3964 -3.6948 2.4688
O 2.2578 -4.8278 2.0894
N 3.0196 -3.2539 3.5958
C 3.3015 -1.8575 3.7921
C 3.5724 -4.1819 4.5366
H 2.0921 -2.8117 1.9176
H 4.3601 -1.6624 3.6761
H 3.0379 -1.6225 4.7807
H 2.7597 -1.2563 3.0706
H 3.1144 -5.1585 4.3975
H 4.6138 -4.4936 4.2818
H 3.5913 -3.7851 5.5451
C -8.0823 -0.3541 -2.7186
O -9.0504 -0.9935 -2.4368
N -6.9070 -0.3112 -2.0546
C -6.7916 -0.8840 -0.7143
C -5.9155 0.6839 -2.3557
H -8.0952 0.3190 -3.6034
H -6.9199 -0.0719 0.0096
H -5.7368 -1.1907 -0.6858
H -7.5487 -1.6391 -0.5212
H -5.8961 0.8808 -3.4445
H -6.0418 1.6160 -1.7709
H -4.9234 0.2164 -2.2144
C 0.8945 5.0831 -2.4364
O -0.2686 4.7642 -2.4449
N 1.5483 6.0523 -3.1012
C 2.9803 5.9178 -3.1318
C 0.9111 6.8347 -4.0806
H 1.6249 4.4947 -1.8871
H 3.2259 5.5612 -4.1112
H 3.3944 5.1980 -2.3646
H 3.4819 6.8719 -2.9670
H -0.1133 6.4133 -4.0252
H 0.8660 7.8862 -3.8696
H 1.4197 6.6287 -5.0185
C 6.2891 -2.3693 -0.9642
O 6.5042 -2.7606 -2.0698
N 5.5863 -2.9747 0.0736
C 5.3304 -2.3221 1.3270
C 4.8962 -4.1574 -0.3050
H 6.8122 -1.4915 -0.6164
H 5.6175 -2.9982 2.1568
H 4.3130 -1.8820 1.4512
H 5.9165 -1.4134 1.4144
H 3.8051 -4.0310 -0.4610
H 5.3500 -4.4866 -1.2586
H 5.0066 -4.9576 0.4071
C 4.5313 0.2415 -3.9614
O 4.5419 1.4691 -4.0062
N 3.6459 -0.5505 -3.2974
C 3.8963 -2.0004 -3.2284
C 2.7054 0.0298 -2.2873
H 5.3024 -0.3134 -4.4023
H 3.2050 -2.6238 -3.7681
H 3.8554 -2.2462 -2.1954
H 4.8982 -2.2352 -3.5285
H 3.1552 0.0449 -1.3140
H 2.4724 1.0690 -2.6253
H 1.8571 -0.6319 -2.2504
C -0.0424 -7.5975 3.0671
O 0.0305 -7.0821 2.0030
N -0.3882 -6.9700 4.1918
C -0.2908 -7.7132 5.4708
C -0.5906 -5.5579 4.1873
H 0.1063 -8.6477 3.2433
H 0.3596 -7.1431 6.1548
H 0.2287 -8.6105 5.2341
H -1.2482 -7.8729 5.9855
H -1.7015 -5.2838 4.3486
H -0.1286 -5.1065 5.0673
H -0.1948 -5.1042 3.2865
C 1.0459 -4.7750 -1.0475
O 1.9641 -4.4494 -1.7522
N 0.1086 -3.9377 -0.5117
C -1.0463 -4.4634 0.1882
C 0.1830 -2.5328 -0.7323
H 0.8035 -5.8208 -0.7411
H -0.7346 -5.4269 0.6799
H -1.8474 -4.6102 -0.5341
H -1.3213 -3.7495 1.0165
H -0.1321 -2.0557 0.2034
H 1.2263 -2.3349 -0.8699
H -0.3526 -2.2150 -1.6496
C -2.5426 1.8168 -3.0058
O -2.5336 1.6078 -1.8061
N -1.5127 1.5631 -3.8736
C -0.2847 1.0664 -3.3469
C -1.7606 1.4582 -5.3274
H -3.3788 2.2938 -3.5796
H 0.4725 1.4293 -4.0113
H -0.1571 -0.0188 -3.3097
H -0.0983 1.5133 -2.3427
H -2.6556 2.0585 -5.5142
H -0.8363 1.7955 -5.7985
H -1.9222 0.4123 -5.6422
C 3.6419 3.5661 0.7301
O 3.8031 3.8407 -0.4266
N 4.1832 2.4794 1.3200
C 3.8842 2.1397 2.7115
C 5.0283 1.6531 0.6087
H 3.0118 4.1491 1.3746
H 3.2307 2.8645 3.1752
H 4.8614 2.1435 3.2983
H 3.4012 1.1461 2.7642
H 6.0462 1.5406 0.9285
H 4.6233 0.6235 0.5603
H 5.0312 2.0850 -0.4122
C -3.7602 -1.8368 0.6717
O -3.5390 -2.4515 -0.3302
N -4.3738 -2.2318 1.7681
C -4.6652 -1.3623 2.8635
C -5.1225 -3.4723 1.8042
H -3.3637 -0.7956 0.8309
H -5.7182 -1.0015 2.8537
H -4.0235 -0.4770 2.8862
H -4.4344 -1.8901 3.7574
H -4.7259 -4.1045 2.6140
H -6.2371 -3.4049 1.8978
H -4.9438 -3.9975 0.8317
C 1.2720 1.0851 0.7192
O 1.5355 -0.0205 1.2137
N 0.0230 1.5426 0.6271
C -0.2743 2.8562 0.0958
C -1.1174 0.7546 1.0465
H 2.0970 1.7520 0.3685
H -1.1387 2.7286 -0.5485
H 0.4746 3.2276 -0.5521
H -0.4704 3.5869 0.8779
H -1.7535 0.8452 0.1653
H -0.7377 -0.2666 1.2107
H -1.4365 1.1900 1.9454
C 0.9092 4.1095 4.7280
O 1.3746 4.4583 3.6421
N -0.3621 3.7145 4.9534
C -0.7828 3.3950 6.2992
C -1.2229 3.3028 3.9068
H 1.4352 3.9360 5.6505
H -1.3667 2.5067 6.1861
H -1.2681 4.2461 6.8145
H 0.1236 3.0756 6.8184
H -2.3259 3.3709 4.0292
H -0.9816 4.0109 3.1012
H -1.0484 2.2698 3.5124
C -4.5413 -1.5101 -5.1476
O -4.5391 -0.2997 -5.3014
N -3.6754 -2.2055 -4.3088
C -3.8843 -3.6271 -4.0760
C -2.7415 -1.6103 -3.3707
H -5.2545 -2.2166 -5.6791
H -2.9598 -4.1283 -4.3635
H -4.7273 -3.9721 -4.7406
H -4.1846 -3.8543 -3.0319
H -2.5532 -0.5921 -3.6890
H -3.0531 -1.5800 -2.3217
H -1.7510 -2.0988 -3.3839
C 1.8856 9.0712 0.5588
O 1.0728 9.9324 0.1560
N 1.6188 7.7666 0.7009
C 2.5285 6.7200 1.1204
C 0.2521 7.2926 0.4511
H 2.9158 9.4079 0.9811
H 3.4338 7.1881 1.4756
H 2.7431 6.1005 0.2442
H 2.3168 6.0681 2.0092
H -0.0612 6.6043 1.2784
H -0.3814 8.1946 0.4239
H 0.1721 6.8145 -0.4913
C -4.5427 2.2893 1.2560
O -4.8149 2.0084 2.4108
N -4.2830 3.5284 0.8286
C -4.2170 3.8759 -0.5841
C -4.3288 4.6635 1.7642
H -4.7292 1.5686 0.4420
H -5.1779 4.3282 -0.8201
H -4.0720 3.0075 -1.1784
H -3.3128 4.5351 -0.7323
H -4.4467 4.3226 2.8313
H -3.3629 5.2472 1.6391
H -5.2201 5.3454 1.5517
C 0.9735 -3.0509 -5.2471
O -0.0976 -2.6184 -5.0016
N 1.6778 -2.6235 -6.3685
C 2.9972 -3.0856 -6.6857
C 1.0474 -1.7056 -7.2873
H 1.5341 -3.8360 -4.6749
H 3.6816 -2.2530 -6.8563
H 2.9866 -3.7438 -7.6213
H 3.3965 -3.7015 -5.8499
H 0.4196 -2.2385 -7.9688
H 0.3684 -1.0515 -6.7622
H 1.8163 -1.1297 -7.7982
C 0.7577 0.1048 4.5501
O 1.3965 0.7488 5.3868
N 0.2243 -1.1383 4.7989
C -0.1377 -2.0069 3.6682
C 0.3662 -1.6997 6.1397
H 0.5698 0.4625 3.5334
H 0.1515 -1.6339 2.7092
H -1.1754 -2.2548 3.8637
H 0.3534 -2.9540 3.7145
H 0.8317 -2.6949 6.1875
H 1.0772 -1.0639 6.6942
H -0.6317 -1.6173 6.6540
```

The calculation puts the maximum force at 0.0776 hartree/bohr. As for the relative energy (zero: lowest compared OMol25 entry of this formula, charge and spin): 1052.44 kJ/mol. The HOMO-LUMO gap is 0.3289 Eh. The HOMO energy is -0.325 Ha. The value obtained for the total energy is -4224.5160 Ha.



# 2
Molecular formula: C24H24As2CsF6N6O7S2
Method: DFT, ωB97M-V/def2-TZVPD

```
72
Properties=species:S:1:pos:R:3
Cs -1.3501 -0.4404 -1.2815
N -1.9418 -2.2625 3.7403
C -1.4619 -1.1065 3.2060
N -0.2336 -0.8658 2.9611
C 0.7014 -1.8772 3.1812
N 1.8834 -1.8404 2.6927
N 2.3925 -0.9198 1.9270
C 2.3869 -0.9683 0.6551
C 3.0254 0.0313 -0.1788
C 2.9912 -0.1480 -1.5635
C 3.4452 0.8654 -2.3836
C 3.9659 2.0061 -1.7959
C 4.0137 2.0618 -0.4101
N 3.5689 1.1137 0.3881
C 0.3097 -3.0281 3.9940
C 1.2085 -3.9694 4.4846
C 0.7536 -5.0789 5.1748
C -0.6062 -5.2719 5.3619
C -1.5166 -4.3594 4.8627
C -1.0655 -3.2298 4.1916
H -2.9243 -2.4793 3.6639
H -2.1889 -0.3253 3.0147
H 1.8479 -1.7535 0.1127
H 2.5672 -1.0397 -1.9932
H 3.3608 0.7532 -3.4520
H 4.2947 2.8452 -2.3903
H 4.4216 2.9354 0.0917
H 2.2607 -3.8223 4.2938
H 1.4604 -5.8021 5.5590
H -0.9629 -6.1467 5.8880
H -2.5789 -4.5172 4.9778
O 1.5620 -0.9227 -4.7509
S 0.3665 -0.3137 -4.1789
O 0.4390 -0.1679 -2.7366
O -0.8751 -0.9191 -4.6408
C 0.3178 1.3173 -4.9493
C 0.5972 1.3235 -6.3065
C 0.5410 2.4951 -7.0382
C 0.1923 3.6766 -6.4023
C -0.0898 3.6651 -5.0491
C -0.0448 2.4853 -4.3195
S -0.3172 2.6470 -2.5364
O 0.9914 2.4427 -1.9434
O -1.3609 1.7222 -2.1037
O -0.7655 4.0324 -2.3722
H 0.8671 0.3827 -6.7598
H 0.7609 2.4831 -8.0986
H 0.1411 4.6047 -6.9584
H -0.3603 4.5613 -4.5142
O -5.1337 0.4945 0.4486
C -4.2331 0.8803 1.0979
N -3.4225 1.2967 1.8599
F -1.0899 -2.0993 0.4931
As -2.1085 -3.4663 0.1104
F -3.3492 -2.9116 1.2823
F -2.9028 -2.5826 -1.1549
F -3.1414 -4.8926 -0.1807
F -0.9141 -4.1643 -0.9474
F -1.3834 -4.3857 1.4690
C 0.6988 1.9950 1.1223
As -1.2395 1.8436 1.4216
C -1.1591 2.3896 3.3290
C -1.7705 3.5356 0.6482
H 0.9860 2.9836 1.4863
H 0.8867 1.9427 0.0572
H 1.2398 1.2197 1.6522
H -0.6992 3.3809 3.3885
H -0.5341 1.6753 3.8632
H -2.1506 2.4213 3.7741
H -1.2522 4.3579 1.1531
H -2.8473 3.6828 0.7089
H -1.4713 3.5290 -0.3982
```

The calculation puts the maximum force at 0.0713 hartree/bohr. As for the relative energy (zero: lowest compared OMol25 entry of this formula, charge and spin): 408.69 kJ/mol. The HOMO-LUMO gap (alpha / beta) is 0.2678 / 0.2318 Eh. Its expectation value of S² is 0.755. The HOMO energy (alpha / beta) is -0.124 / -0.124 Ha. The value obtained for the total energy is -7671.6178 Ha. The spin multiplicity is 2. The net charge is -2.



# 3
Molecular formula: C28H34BrF3InN4O7
Method: DFT, ωB97M-V/def2-TZVPD

```
78
Properties=species:S:1:pos:R:3
C 0.4015 -1.0498 0.8043
C 1.3530 -0.4170 1.4731
In 1.8289 -0.9709 3.5833
C 2.3375 -3.1952 3.5385
C 3.2096 -3.4882 2.3043
N 4.0916 -2.3450 1.9632
C 0.1102 -0.7891 5.0273
C -0.8312 0.4056 4.8964
C -1.1678 0.8311 3.4899
Br -0.2197 1.9536 5.9699
C 3.7042 0.0900 4.2720
C 3.5468 1.5381 4.6489
O 4.8230 2.0540 5.1175
C 3.1876 2.4118 3.4437
F 3.8236 3.5885 3.4976
F 1.8985 2.7077 3.3967
F 3.5275 1.8747 2.2935
H -0.2442 -0.5030 0.1142
H 0.2466 -2.1149 0.8918
H 1.8672 0.3654 0.9182
H 2.8493 -3.4517 4.4637
H 1.3861 -3.7049 3.4365
H 3.8191 -4.3672 2.5190
H 2.5222 -3.6588 1.4821
H 4.1382 -2.2614 0.9534
H 5.0381 -2.5617 2.2567
H 0.5552 -0.7134 6.0162
H -0.4490 -1.7211 5.0204
H -1.7706 0.1308 5.3647
H -1.5097 -0.0303 2.9348
H -0.3516 1.3460 2.9993
H -1.9924 1.5403 3.5456
H 4.0653 -0.4266 5.1609
H 4.4884 -0.0064 3.5367
H 2.8357 1.6643 5.4565
H 4.8907 1.8672 6.0587
C -1.1710 2.3178 -5.1911
C -0.7742 2.6588 -3.9057
C -1.2110 1.9133 -2.8212
C -2.0389 0.8292 -3.0431
C -2.4477 0.4781 -4.3171
C -2.0107 1.2303 -5.3951
N -2.4844 0.0254 -1.8943
O -2.1222 0.3840 -0.7937
O -3.1842 -0.9486 -2.1215
H -0.8253 2.8982 -6.0317
H -0.1213 3.5067 -3.7481
H -0.9019 2.1778 -1.8201
H -3.0982 -0.3694 -4.4749
H -2.3227 0.9683 -6.3972
C -5.1516 7.9976 -4.4202
C -5.6366 6.8797 -5.0851
C -4.7560 5.9577 -5.6260
C -3.3966 6.1689 -5.4889
C -2.8970 7.2800 -4.8352
C -3.7836 8.1990 -4.2990
N -2.4587 5.1805 -6.0407
O -2.9283 4.2219 -6.6265
O -1.2687 5.3789 -5.8750
H -5.8421 8.7134 -3.9934
H -6.7026 6.7245 -5.1790
H -5.1323 5.0872 -6.1425
H -1.8326 7.4339 -4.7380
H -3.4073 9.0711 -3.7823
C 1.5117 -8.7588 -0.4593
C 1.0132 -8.5932 0.8255
C 0.5327 -7.3580 1.2301
C 0.5550 -6.3044 0.3369
C 1.0543 -6.4500 -0.9431
C 1.5357 -7.6871 -1.3410
N 0.0252 -4.9960 0.7569
O -0.3875 -4.8998 1.8952
O 0.0345 -4.0977 -0.0641
H 1.8825 -9.7261 -0.7744
H 0.9970 -9.4281 1.5130
H 0.1460 -7.2264 2.2299
H 1.0703 -5.6150 -1.6280
H 1.9276 -7.8158 -2.3409
```

The calculation puts the maximum force at 0.0308 hartree/bohr. As for the relative energy (zero: lowest compared OMol25 entry of this formula, charge and spin): 71.37 kJ/mol. The HOMO-LUMO gap is 0.1492 Eh. The HOMO energy is -0.130 Ha. The value obtained for the total energy is -4896.4480 Ha. The net charge is -1.



# 4
Molecular formula: C3H5ClO2
Method: DFT, ωB97M-V/def2-TZVPD

```
11
Properties=species:S:1:pos:R:3
O -2.4651 -0.9158 -0.0927
C -1.0407 -1.0095 0.1586
C -0.1888 0.1620 -0.4264
O -0.7910 1.3389 -0.1122
C 1.2461 0.3712 0.2817
Cl 2.7508 -0.5036 -0.1855
H -0.6383 -2.1143 0.2596
H -0.1011 -0.0607 -1.5827
H -1.7457 1.0628 -0.1675
H 1.3075 0.1526 1.4224
H 1.6663 1.5164 0.4447
```

The calculation puts the maximum force at 0.1880 hartree/bohr. As for the relative energy (zero: lowest compared OMol25 entry of this formula, charge and spin): 391.71 kJ/mol. The HOMO-LUMO gap is 0.3471 Eh. As for the SMILES: O=C[C@@H](O)CCl. The HOMO energy is -0.390 Ha. The value obtained for the total energy is -727.8487 Ha.



# 5
Molecular formula: C3H3NO
Method: DFT, ωB97M-V/def2-TZVPD

```
8
Properties=species:S:1:pos:R:3
C 0.5637 1.1885 0.2108
C -0.7103 0.6494 0.3123
N -0.8030 -0.7176 0.1180
O 0.4828 -1.1327 -0.1544
C 1.2244 -0.0054 -0.0528
H -1.6833 1.1043 0.4981
H -1.3508 -0.8548 -0.7277
H 2.2765 -0.2317 -0.2043
```

The calculation puts the maximum force at 0.0177 hartree/bohr. As for the relative energy (zero: lowest compared OMol25 entry of this formula, charge and spin): 390.44 kJ/mol. The HOMO-LUMO gap is 0.3053 Eh. As for the SMILES: C1=CNOC=1. The HOMO energy is -0.308 Ha. The value obtained for the total energy is -245.9428 Ha.



# 6
Molecular formula: C5H8O2
Method: DFT, ωB97M-V/def2-TZVPD

```
15
Properties=species:S:1:pos:R:3
C 1.3742 -1.9136 0.2982
C 0.5566 -0.6802 0.6622
C -0.0490 0.1072 -0.5033
C -0.9530 1.1843 0.0664
O -1.2624 1.2233 1.2391
C -1.6068 2.3088 -0.7377
O -2.2565 2.1416 -1.7380
H 0.7767 -2.6476 -0.2541
H 1.7207 -2.3993 1.2176
H 2.2588 -1.6713 -0.3007
H 1.1738 0.0091 1.2516
H -0.2651 -0.9714 1.3225
H 0.7212 0.5619 -1.1442
H -0.6405 -0.5353 -1.1722
H -1.5488 3.2823 -0.2075
```

The calculation puts the maximum force at 0.0112 hartree/bohr. As for the relative energy (zero: lowest compared OMol25 entry of this formula, charge and spin): 94.48 kJ/mol. The HOMO-LUMO gap is 0.3602 Eh. As for the SMILES: CCCC(=O)C=O. The HOMO energy is -0.359 Ha. The value obtained for the total energy is -345.7690 Ha.